[1]
{"formula": "C42H39N8O4Ti", "method": "ωB97M-V/def2-TZVPD", "spin_multiplicity": 3, "homo_lumo_gap_ev": [4.9, 6.3], "charge": -1, "e_homo_ev": [-2.68, -4.12], "s2": 2.041, "total_energy_ev": -87409.417, "relative_energy_kj_mol": 348.7, "species": ["Ti", "C", "C", "C", "C", "C", "N", "C", "C", "C", "C", "C", "C", "C", "N", "C", "C", "C", "N", "C", "C", "N", "C", "C", "C", "N", "H", "H", "H", "H", "H", "H", "H", "H", "H", "H", "H", "H", "H", "H", "H", "H", "H", "H", "O", "C", "C", "C", "C", "C", "C", "C", "O", "N", "O", "O", "H", "H", "H", "H", "C", "C", "C", "C", "C", "C", "C", "C", "C", "C", "N", "C", "C", "C", "C", "C", "N", "H", "H", "H", "H", "H", "H", "H", "H", "H", "H", "H", "H", "H", "H", "H", "H", "H"], "xyz": [[-1.13, -0.41, -0.95], [-4.57, -0.99, -6.96], [-3.70, -0.54, -5.82], [-2.80, 0.53, -5.97], [-2.06, 1.03, -4.93], [-2.20, 0.58, -3.62], [-1.36, 0.94, -2.63], [-0.63, 2.13, -2.66], [0.22, 2.51, -3.78], [0.74, 3.81, -3.91], [0.63, 4.72, -2.82], [1.21, 6.13, -2.84], [0.12, 4.28, -1.62], [-0.49, 2.99, -1.52], [-1.09, 2.63, -0.23], [-1.21, 3.55, 0.77], [-1.56, 2.88, 1.92], [-1.58, 1.54, 1.55], [-1.19, 1.36, 0.28], [-3.35, -0.40, -3.46], [-3.97, -1.04, -4.57], [-3.86, -0.60, -2.13], [-4.88, -1.43, -1.75], [-5.00, -1.38, -0.40], [-4.05, -0.47, 0.08], [-3.25, -0.08, -0.95], [-5.55, -1.28, -6.57], [-4.52, -0.31, -7.80], [-4.04, -1.89, -7.47], [-2.76, 0.99, -6.96], [-1.46, 1.93, -5.10], [0.31, 1.81, -4.61], [1.21, 4.07, -4.85], [0.43, 6.84, -3.16], [1.58, 6.50, -1.84], [2.01, 6.32, -3.57], [-0.04, 4.90, -0.78], [-1.08, 4.59, 0.62], [-1.90, 3.31, 2.86], [-1.58, 0.70, 2.18], [-4.62, -1.89, -4.42], [-5.49, -2.02, -2.44], [-5.62, -2.06, 0.18], [-3.81, -0.08, 1.03], [-1.33, -2.14, -1.90], [-0.95, -3.35, -1.55], [-0.54, -3.71, -0.28], [-0.17, -5.09, -0.08], [-0.25, -5.51, 1.19], [-0.45, -4.69, 2.29], [-0.58, -3.28, 2.16], [-0.78, -2.78, 0.83], [-1.24, -1.52, 0.66], [-0.12, -6.94, 1.46], [0.16, -7.73, 0.52], [-0.32, -7.34, 2.62], [-1.05, -4.15, -2.34], [0.17, -5.76, -0.87], [-0.49, -5.18, 3.26], [-0.62, -2.61, 3.01], [4.61, -2.94, 5.52], [3.96, -2.21, 4.28], [3.98, -0.73, 4.32], [4.81, 0.05, 5.09], [4.65, 1.46, 5.01], [3.52, 2.04, 4.51], [2.58, 1.29, 3.83], [1.14, 1.63, 3.63], [0.74, 2.74, 4.55], [3.03, -0.02, 3.45], [2.66, -0.62, 2.25], [1.66, -0.22, 1.47], [1.80, 0.09, 0.09], [3.04, 0.47, -0.48], [2.87, 0.41, -1.90], [1.68, -0.35, -2.09], [0.95, -0.36, -0.94], [5.70, -2.65, 5.65], [4.61, -4.10, 5.41], [4.08, -2.68, 6.43], [2.90, -2.54, 4.22], [4.43, -2.55, 3.40], [5.40, -0.38, 5.93], [5.32, 2.04, 5.66], [3.34, 3.07, 4.61], [0.55, 0.70, 3.68], [1.02, 1.97, 2.62], [1.37, 2.58, 5.40], [-0.33, 2.69, 4.79], [0.90, 3.78, 4.20], [0.65, -0.35, 1.78], [3.98, 0.84, -0.04], [3.64, 0.72, -2.66], [1.28, -0.73, -3.07]], "lowdin_spin": [0.9211, 0.0001, 0.0008, 0.0000, 0.0005, 0.0009, 0.0018, 0.0020, -0.0002, 0.0003, -0.0002, 0.0000, 0.0002, -0.0002, 0.0021, 0.0115, 0.0012, 0.0126, -0.0042, 0.0010, -0.0001, 0.0098, 0.0003, 0.0011, 0.0000, 0.0072, 0.0000, 0.0000, 0.0001, 0.0000, 0.0000, 0.0000, 0.0000, 0.0000, 0.0000, 0.0000, 0.0001, 0.0009, -0.0002, 0.0005, 0.0000, 0.0002, 0.0001, 0.0000, 0.1690, 0.2988, 0.0272, 0.1799, 0.0249, 0.1417, 0.0177, 0.0837, 0.0542, -0.0015, -0.0193, 0.0042, 0.0134, 0.0097, 0.0078, -0.0017, 0.0000, 0.0000, 0.0001, 0.0000, 0.0001, 0.0000, 0.0001, 0.0001, 0.0000, 0.0000, 0.0007, 0.0008, 0.0043, -0.0010, 0.0012, 0.0036, 0.0087, 0.0000, 0.0000, 0.0000, 0.0000, 0.0000, 0.0000, 0.0000, 0.0000, 0.0000, 0.0001, 0.0000, 0.0000, 0.0000, 0.0002, -0.0001, 0.0001, 0.0002]}


[2]
{"formula": "C42H39O3PtSb2", "method": "ωB97M-V/def2-TZVPD", "homo_lumo_gap_ev": [5.9, 5.8], "charge": -1, "e_homo_ev": [-3.76, -3.86], "total_energy_ev": -66648.808, "relative_energy_kj_mol": 36.3, "species": ["Pt", "O", "C", "C", "O", "O", "C", "C", "C", "C", "C", "C", "C", "C", "C", "C", "C", "C", "H", "H", "H", "H", "H", "H", "H", "H", "H", "H", "H", "C", "C", "C", "Sb", "C", "C", "C", "C", "C", "C", "C", "C", "C", "C", "C", "C", "Sb", "C", "C", "C", "C", "C", "C", "C", "C", "C", "C", "C", "C", "H", "H", "H", "H", "H", "H", "H", "H", "H", "H", "H", "H", "H", "H", "H", "H", "H", "H", "H", "H", "H", "H", "H", "H", "H", "H", "C", "H", "H"], "xyz": [[1.72, 0.46, -0.51], [2.18, 2.74, 0.48], [1.12, 3.66, 0.31], [-0.25, 2.81, 0.19], [-1.30, 3.42, 0.32], [-0.12, 1.60, -0.08], [1.18, 4.45, -0.98], [2.19, 4.28, -1.91], [2.24, 5.07, -3.05], [1.25, 6.01, -3.29], [0.20, 6.13, -2.40], [0.16, 5.36, -1.26], [1.15, 4.62, 1.50], [2.39, 4.98, 2.02], [2.48, 5.84, 3.10], [1.34, 6.35, 3.69], [0.10, 5.98, 3.19], [0.01, 5.13, 2.10], [2.95, 3.00, -0.05], [2.96, 3.53, -1.79], [3.05, 4.94, -3.75], [1.30, 6.64, -4.17], [-0.61, 6.82, -2.61], [-0.66, 5.44, -0.57], [3.30, 4.59, 1.59], [3.46, 6.11, 3.49], [1.40, 7.01, 4.55], [-0.81, 6.35, 3.65], [-0.96, 4.83, 1.73], [0.92, -2.66, -1.75], [-0.55, -2.45, -2.06], [-1.06, -1.06, -1.74], [-1.63, -0.76, 0.34], [-3.32, -2.14, 0.10], [-3.16, -3.52, 0.10], [-4.23, -4.37, -0.10], [-5.50, -3.86, -0.29], [-5.68, -2.49, -0.27], [-4.61, -1.65, -0.08], [-2.98, 0.91, 0.01], [-3.60, 1.44, 1.13], [-4.44, 2.53, 1.01], [-4.68, 3.09, -0.23], [-4.05, 2.57, -1.34], [-3.21, 1.48, -1.22], [1.48, -2.25, 0.30], [0.47, -4.15, 0.98], [-0.47, -4.17, 2.00], [-1.04, -5.36, 2.42], [-0.69, -6.55, 1.82], [0.25, -6.55, 0.80], [0.82, -5.36, 0.39], [3.35, -3.34, 0.17], [4.06, -3.53, -1.01], [5.36, -3.98, -1.00], [5.98, -4.30, 0.20], [5.26, -4.18, 1.38], [3.97, -3.70, 1.36], [1.51, -1.98, -2.37], [1.19, -3.69, -1.99], [-1.15, -3.20, -1.53], [-0.70, -2.63, -3.14], [-1.95, -0.85, -2.34], [-0.29, -0.31, -1.98], [-2.18, -3.94, 0.27], [-4.06, -5.44, -0.11], [-6.34, -4.53, -0.45], [-6.67, -2.08, -0.40], [-4.77, -0.58, -0.07], [-3.42, 1.00, 2.10], [-4.91, 2.95, 1.89], [-5.34, 3.95, -0.32], [-4.22, 3.02, -2.31], [-2.73, 1.09, -2.11], [-0.77, -3.23, 2.47], [-1.78, -5.36, 3.21], [-1.14, -7.48, 2.14], [0.53, -7.48, 0.32], [1.57, -5.37, -0.40], [3.59, -3.29, -1.95], [5.92, -4.08, -1.93], [7.01, -4.62, 0.22], [5.73, -4.46, 2.32], [3.41, -3.60, 2.28], [3.47, -0.37, -0.86], [3.80, -0.89, -1.76], [4.27, -0.33, -0.11]], "lowdin_charge": [0.5959, -0.1069, -0.3165, -0.5560, 0.0362, -0.2422, -0.1213, -0.0225, -0.0915, -0.1061, -0.0771, -0.0102, -0.1155, -0.0230, -0.0950, -0.1108, -0.0850, -0.0211, 0.0618, 0.0996, 0.0974, 0.0929, 0.0990, 0.1105, 0.1107, 0.0951, 0.0918, 0.0974, 0.0999, -0.3985, -0.3798, -0.3976, 1.4404, -0.3457, -0.1462, -0.0979, -0.1151, -0.1021, -0.1274, -0.4200, -0.1594, -0.1009, -0.1052, -0.0932, -0.1235, 1.3165, -0.3537, -0.1778, -0.1092, -0.1110, -0.0993, -0.1377, -0.3986, -0.1545, -0.0979, -0.1101, -0.1018, -0.1422, 0.0407, 0.0473, 0.0721, 0.1071, 0.0481, 0.0212, 0.0601, 0.0965, 0.0912, 0.0950, 0.0755, 0.0948, 0.0952, 0.0923, 0.0966, 0.0906, 0.0806, 0.0993, 0.0927, 0.0949, 0.0864, 0.0852, 0.0974, 0.0928, 0.0963, 0.0929, -0.2817, -0.0571, -0.0421]}